(i)
12
Properties=species:S:1:pos:R:3:mulliken_charge:R:1 method="wB97M-V/def2-TZVPD" smiles="S=CC[C@H]1CO1" lumo_ev=-0.48 orbital_gap_ev=8.49 e_homo_ha=-0.330 spin_multiplicity=1
C 1.68572 0.07125 0.42103 -0.31
C 0.45607 0.87128 0.02774 -0.47
C -0.49305 -0.11940 -0.60243 0.04
C -1.48636 -0.78245 0.15630 -0.40
H 1.70261 -0.21264 1.44382 0.29
H 0.76537 1.61903 -0.73141 0.26
H -0.11592 1.38697 0.78179 0.36
H -0.18370 -0.69628 -1.50249 0.37
H -1.98285 -1.71390 -0.18067 0.25
H -1.53123 -0.55608 1.20358 0.22
O -1.86878 0.35073 -0.59324 -0.44
S 3.05212 -0.21851 -0.42403 -0.18

***

(ii)
12
Properties=species:S:1:pos:R:3:mulliken_charge:R:1 method="wB97M-V/def2-TZVPD" lumo_ev=0.93 orbital_gap_ev=9.32 e_homo_ha=-0.308 spin_multiplicity=1
C -1.78151 0.56254 0.06889 -0.42
C 0.41339 0.39341 -0.29024 0.25
C 1.78277 -0.15814 -0.09384 -0.62
C 0.44237 -0.92169 0.43354 -0.15
H -2.25964 0.70396 1.11953 0.23
H -2.45126 0.67974 -0.72816 0.36
H 0.32760 0.29161 -1.37806 0.24
H 2.58159 -0.08696 0.60738 0.31
H 2.32637 -0.62510 -1.02347 0.20
H 0.26042 -0.77917 1.52893 0.21
O -0.56129 1.30332 -0.03871 -0.43
S -1.08080 -1.36351 -0.20580 -0.19

***

It is (i) that is most stable; the runner-up trails by 63.5 kcal/mol.

***

(i)
12
Properties=species:S:1:pos:R:3:mulliken_charge:R:1 method="wB97M-V/def2-TZVPD" smiles="S=COC1CC1" lumo_ev=0.47 orbital_gap_ev=9.37 e_homo_ha=-0.327 spin_multiplicity=1
C 1.14558 0.84258 0.24744 -0.07
C -0.99522 0.03386 -0.44101 0.06
C -1.58226 -0.98427 0.47778 -0.46
C -2.40909 0.15956 -0.17085 -0.60
H 1.56995 1.69282 0.76883 0.33
H -0.61705 -0.29437 -1.39122 0.42
H -1.71465 -2.02790 0.20095 0.23
H -1.38109 -0.93639 1.54718 0.22
H -2.77393 1.02516 0.39215 0.22
H -3.16468 -0.11440 -0.92371 0.22
O -0.14732 1.06459 0.06431 -0.32
S 2.01912 -0.51075 -0.11180 -0.25

***

(ii)
12
Properties=species:S:1:pos:R:3:mulliken_charge:R:1 method="wB97M-V/def2-TZVPD" smiles="C=CC(=S)OC" lumo_ev=-0.21 orbital_gap_ev=8.56 e_homo_ha=-0.322 spin_multiplicity=1
C 1.81175 1.09459 0.01739 -0.75
C 0.22139 -0.63588 0.00955 0.52
C -1.18741 -1.00358 0.04031 -0.23
C -2.22449 -0.14919 -0.01915 -0.67
H 1.74546 2.15877 -0.16762 0.22
H 2.34080 0.55041 -0.77492 0.36
H 2.26062 0.86437 0.96366 0.34
H -1.35216 -2.09647 0.09986 0.28
H -3.21717 -0.56064 -0.06451 0.27
H -2.21136 0.94637 -0.06020 0.26
O 0.43793 0.66089 -0.02474 -0.31
S 1.37464 -1.82963 -0.01963 -0.28

***

It is (ii) that is most stable; the runner-up trails by 12.2 kcal/mol.

***

(i)
23
Properties=species:S:1:pos:R:3:mulliken_charge:R:1 method="wB97M-V/def2-TZVPD" lumo_ev="-3.33 / -4.57" total_charge=+1 orbital_gap_ev="8.66 / 5.66" e_homo_ha="-0.441 / -0.376" spin_multiplicity=1
C -0.64487 0.69367 1.83123 -0.53
C -1.62402 -0.04137 1.00649 -0.74
C 2.22897 -0.42607 -1.05766 -0.55
C -0.27911 -0.97397 -0.94590 -1.05
C 0.80965 -0.18940 -1.66166 0.42
C 0.74575 0.29707 2.18623 -0.75
C 1.71033 -0.09426 1.15946 0.76
N -1.40801 -0.07680 -0.45884 0.01
O 2.29207 0.32533 0.10868 -0.46
O 0.45766 1.09606 -1.93738 -0.67
S 1.48154 -1.47331 2.15472 -0.10
H -0.55100 1.70494 1.16409 0.18
H -1.10275 0.82475 2.77876 0.47
H -1.50373 -1.03648 1.45261 0.31
H -2.64644 0.25578 1.21174 0.46
H 2.38201 -1.58978 -0.78070 0.34
H 3.13356 -0.07695 -1.79395 0.27
H -0.58687 -2.02678 -1.13018 0.35
H 0.87735 -0.78462 -2.54730 0.40
H 1.10483 0.77118 3.01617 0.67
H -2.20697 -0.49955 -0.96442 0.38
H -0.95438 0.73468 -0.94937 0.40
H 1.00770 1.76719 -1.39464 0.42

***

(ii)
23
Properties=species:S:1:pos:R:3:mulliken_charge:R:1 method="wB97M-V/def2-TZVPD" lumo_ev=-3.52 total_charge=+1 orbital_gap_ev=7.79 e_homo_ha=-0.416 spin_multiplicity=1
C -0.47884 -1.96160 0.29226 0.38
C 0.35986 -0.48650 1.16008 0.06
C 0.01098 -0.14942 -0.96550 0.58
C 0.16165 0.54657 -2.36397 -1.40
C 1.11832 2.48709 1.86077 -0.88
C -0.85772 -2.10645 -2.11790 -0.98
C 0.05115 1.76261 2.59435 -0.42
N -0.47766 -1.42146 -0.91351 0.09
O 0.36879 0.36123 0.15223 -0.10
O -0.66569 -3.20501 0.52061 -0.41
S 0.46635 -0.01016 2.78051 -0.10
H 0.98342 1.25158 -2.25867 0.33
H 0.28382 -0.05475 -3.19083 0.45
H -0.69992 1.10939 -2.69526 0.36
H 2.13992 2.42109 2.29512 0.30
H 1.20465 2.26937 0.82456 0.26
H 0.87358 3.59043 1.89541 0.32
H -1.69339 -1.56519 -2.46115 0.45
H -0.09245 -2.20445 -2.93322 0.30
H -1.24950 -3.09690 -1.68580 0.31
H -0.83946 1.59284 2.06317 0.33
H -0.06868 2.07165 3.67346 0.36
H -0.89918 -3.20197 1.47330 0.43

***

It is (ii) that is most stable; the runner-up trails by 50.7 kcal/mol.

***

(i)
12
Properties=species:S:1:pos:R:3:mulliken_charge:R:1 method="wB97M-V/def2-TZVPD" lumo_ev="-0.20 / -0.37" orbital_gap_ev="8.60 / 7.85" e_homo_ha="-0.323 / -0.302" spin_multiplicity=1
N 0.47871 1.42977 1.08129 -0.72
C 0.25668 0.54428 0.03475 0.26
C -1.25462 0.11877 -0.42127 -0.16
C -0.80075 -1.17353 -0.07020 -0.36
O 0.28857 -1.58658 -0.83734 -0.29
C 1.15035 -0.58298 -0.39101 0.42
O 2.34023 -0.67755 -0.32231 -0.52
H 0.59474 1.57680 -0.38088 0.23
H 1.26031 1.07479 1.64781 0.25
H -1.98920 0.57755 0.23631 0.27
H -1.39992 0.34265 -1.47731 0.25
H -0.92510 -1.64396 0.90014 0.37

***

(ii)
12
Properties=species:S:1:pos:R:3:mulliken_charge:R:1 method="wB97M-V/def2-TZVPD" lumo_ev=0.68 orbital_gap_ev=9.83 e_homo_ha=-0.336 spin_multiplicity=1
C 0.44670 0.72329 0.28893 -0.17
C 1.11942 1.25009 1.32296 -0.45
C 0.74746 -0.90295 1.83127 -0.26
C -1.09145 -0.83472 -1.43029 -0.69
N 0.22702 -0.61874 0.57242 0.44
O -0.56425 -1.43349 -0.23444 -0.32
O 1.35217 0.22221 2.19886 -0.19
H 0.23677 1.14654 -0.73191 0.26
H 1.43561 2.21986 1.34919 0.46
H -0.39837 -0.27530 -1.97112 0.29
H -1.65533 -1.50660 -2.02999 0.31
H -1.85576 0.00981 -1.16589 0.32

***

(iii)
12
Properties=species:S:1:pos:R:3:mulliken_charge:R:1 method="wB97M-V/def2-TZVPD" smiles="O=C1NC[C@H]2O[C@@H]12" lumo_ev=0.79 orbital_gap_ev=10.50 e_homo_ha=-0.357 spin_multiplicity=1
O -0.75059 -1.93006 1.53432 -0.58
C -0.40703 -1.02422 0.81019 0.19
N -1.25184 -0.16722 0.13115 -0.20
C -0.56076 0.86830 -0.62319 -0.55
C 0.90985 0.61018 -0.33766 -0.15
O 1.31867 0.65739 1.02322 -0.41
C 1.00641 -0.61101 0.45194 0.05
H -2.08287 -0.59496 -0.24425 0.27
H -0.89132 1.86969 -0.32168 0.26
H -0.72537 0.75530 -1.70041 0.29
H 1.66143 0.93650 -1.05065 0.43
H 1.77340 -1.36989 0.32701 0.41

***

(iv)
12
Properties=species:S:1:pos:R:3:mulliken_charge:R:1 method="wB97M-V/def2-TZVPD" smiles="CCC1=NOC1=O" lumo_ev=-0.19 orbital_gap_ev=10.42 e_homo_ha=-0.390 spin_multiplicity=1
C 0.49151 1.90209 -0.50566 0.16
C 1.27837 3.16371 -0.95129 0.59
C -0.57126 -0.32360 0.32305 -1.10
C 0.57042 0.38414 -0.37790 -0.31
N -0.60054 2.62259 -0.45545 -0.30
O 2.34685 3.38080 -1.37810 -0.46
O 0.10176 3.85728 -0.80058 -0.20
H -0.98248 0.40493 0.89740 0.37
H -0.09119 -1.13137 0.81787 0.32
H -1.34726 -0.60198 -0.36599 0.32
H 0.66985 -0.14110 -1.31471 0.31
H 1.70513 0.28311 -0.03481 0.29

***

It is (iii) that is most stable; the runner-up trails by 51.3 kcal/mol.

***

(i)
12
Properties=species:S:1:pos:R:3:mulliken_charge:R:1 method="wB97M-V/def2-TZVPD" smiles=Nc1ccc(O)o1 lumo_ev=0.84 orbital_gap_ev=8.34 e_homo_ha=-0.276 spin_multiplicity=1
C -0.86341 -0.26734 -0.04099 0.55
C -0.48431 1.03938 -0.03363 -0.58
C 0.96410 0.90166 -0.00949 -0.20
C 1.22961 -0.36755 0.11695 0.40
H -1.93775 -1.69829 0.28808 0.26
H -2.88722 -0.24121 -0.01203 0.23
H -1.33498 1.86477 0.23268 0.16
H 1.82719 1.62896 -0.12732 0.17
H 2.98782 -0.06226 -0.22114 0.30
N -2.13602 -0.80036 -0.18583 -0.48
O 2.50065 -0.91391 -0.12420 -0.49
O 0.13433 -1.08386 0.11692 -0.33

***

(ii)
12
Properties=species:S:1:pos:R:3:mulliken_charge:R:1 method="wB97M-V/def2-TZVPD" lumo_ev=0.97 orbital_gap_ev=9.31 e_homo_ha=-0.307 spin_multiplicity=1
O -0.49202 -1.39992 0.56110 -0.39
C -1.20212 -0.35020 0.07283 -0.51
C -0.38816 0.30273 -0.96025 0.05
C -0.04648 0.97273 0.33910 -0.66
N 1.07544 0.23593 0.93525 -0.53
C 0.86482 -0.96753 0.17903 0.31
O 0.67255 -0.59214 -1.17907 -0.44
H -2.18764 -0.13910 0.45815 0.43
H -0.75653 0.81680 -1.82892 0.44
H 1.36452 1.12412 0.25050 0.36
H -0.46692 1.79284 0.88401 0.52
H 1.56254 -1.79624 0.28828 0.42

***

It is (i) that is most stable; the runner-up trails by 46.0 kcal/mol.

***

(i)
12
Properties=species:S:1:pos:R:3:mulliken_charge:R:1 method="wB97M-V/def2-TZVPD" smiles="O=C1NC[C@H]2O[C@@H]12" lumo_ev=0.84 orbital_gap_ev=10.66 e_homo_ha=-0.361 spin_multiplicity=1
O 1.01905 2.26848 0.68230 -0.60
C 0.55313 1.19026 0.38168 0.20
N 1.20990 0.16338 -0.24680 -0.14
C 0.42451 -1.04990 -0.41768 -0.58
C -0.99136 -0.55417 -0.15945 -0.01
O -1.24671 -0.39731 1.22570 -0.42
C -0.90766 0.76177 0.46730 -0.03
H 2.20738 0.20492 -0.38744 0.20
H 0.72487 -1.82171 0.30748 0.23
H 0.49530 -1.47090 -1.42206 0.32
H -1.80258 -0.80912 -0.83015 0.42
H -1.68582 1.51432 0.39911 0.42

***

(ii)
12
Properties=species:S:1:pos:R:3:mulliken_charge:R:1 method="wB97M-V/def2-TZVPD" lumo_ev="-0.04 / -0.04" orbital_gap_ev="8.02 / 8.03" e_homo_ha="-0.296 / -0.296" spin_multiplicity=1
O -1.94296 -0.16618 1.47029 -0.46
C -1.16317 -0.63310 0.68856 0.23
C -0.16568 0.62277 -1.01334 -0.35
C 0.39435 1.09775 0.27804 -0.28
N 0.54205 -0.26392 0.87418 -0.38
C 1.03079 -0.98519 -0.16691 0.00
O 0.57775 -0.51544 -1.33310 -0.23
H -1.25474 -1.60827 0.15293 0.29
H -0.43416 1.18710 -1.90377 0.32
H 1.37497 1.61177 0.20810 0.25
H -0.30127 1.67811 0.89085 0.27
H 1.34205 -2.02541 -0.14583 0.34

***

It is (i) that is most stable; the runner-up trails by 77.7 kcal/mol.